Molecular formula: C9H25AlN2O3
Method: DFT, the ωB97M-V functional and the def2-TZVPD basis

Geometry (Å):
Al1 -0.680 2.275 -2.493
C1 4.698 2.977 -1.020
O1 3.263 2.921 -0.935
H1 5.110 3.821 -1.574
H2 5.150 3.067 -0.032
H3 5.116 2.094 -1.502
C2 -4.624 0.795 2.251
C3 -3.455 1.504 1.681
C4 -2.118 1.077 2.406
O2 -1.001 1.792 1.933
C5 0.120 1.830 2.856
N1 -3.476 1.185 0.250
H4 -4.788 1.295 3.206
H5 -4.479 -0.263 2.471
H6 -5.555 1.048 1.744
H7 -3.506 2.545 2.001
H8 -1.912 0.026 2.206
H9 -2.267 1.137 3.484
H10 0.528 0.830 2.998
H11 -0.057 2.325 3.811
H12 0.964 2.352 2.403
H13 -3.509 0.179 0.331
H14 -4.376 1.223 -0.206
C6 3.270 -2.210 -1.258
C7 1.841 -2.100 -1.823
C8 0.642 -2.150 -0.780
O3 -0.595 -1.835 -1.404
C9 -1.115 -3.020 -1.982
N2 1.881 -0.865 -2.582
H15 3.431 -1.524 -0.426
H16 4.045 -2.010 -1.999
H17 3.538 -3.197 -0.882
H18 1.660 -2.960 -2.468
H19 0.752 -1.497 0.085
H20 0.471 -3.112 -0.297
H21 -1.306 -3.764 -1.208
H22 -0.390 -3.352 -2.725
H23 -1.994 -2.990 -2.624
H24 2.697 -0.316 -2.351
H25 2.025 -1.133 -3.545

Orbital gap (eV): 2.24
Energy (Eh): -934.607932
Max |F| (eV Å⁻¹): 3.9
Highest occupied orbital energy (eV): -14.710
Total charge: +2
Relative energy (zero: lowest compared OMol25 entry of this formula, charge and spin) (kcal/mol): 122.2